Entry 1:
{"formula": "C36H48AsBaN7O4S4", "method": "ωB97M-V/def2-TZVPD", "gap_ev": 6.13, "charge": 0, "largest_force_ha_per_bohr": 0.1098, "homo_ev": -6.3, "symbols": ["C", "H", "H", "H", "H", "C", "H", "C", "H", "H", "H", "C", "H", "C", "O", "C", "C", "C", "H", "N", "C", "H", "C", "H", "H", "S", "C", "H", "C", "H", "C", "C", "H", "H", "H", "N", "H", "H", "C", "C", "O", "C", "H", "N", "H", "H", "H", "N", "H", "H", "H", "C", "C", "H", "H", "C", "H", "C", "S", "C", "H", "N", "C", "As", "C", "H", "H", "C", "H", "Ba", "C", "O", "H", "C", "H", "S", "H", "N", "H", "H", "N", "H", "O", "C", "S", "H", "C", "H", "C", "C", "C", "C", "C", "H", "H", "C", "H", "H", "H", "H", "C"], "xyz": [[-1.20632, -4.60845, 1.34378], [7.08015, 3.54124, -0.10564], [-1.82868, 3.61709, 0.89460], [6.34091, -1.79181, -0.08600], [-2.11918, -4.71696, 0.76684], [0.93431, 1.62826, 2.64876], [-1.44805, 3.99502, 5.40245], [6.25631, -5.17669, -0.20267], [2.33469, 2.75026, 3.80954], [-0.04860, 1.15992, 2.79248], [4.91504, 5.04725, -0.03691], [-6.31988, 0.94589, 0.62188], [-3.12452, 1.71466, 4.18528], [0.76752, 2.46225, 1.34760], [2.36440, -1.96669, -0.45113], [5.95056, -2.79707, -0.15938], [-5.72797, 1.00046, -2.66705], [1.24160, -3.08336, 1.97830], [1.91512, -0.06457, 3.23129], [-1.68214, 3.64131, 3.36374], [2.87988, 0.28720, -5.04252], [7.86017, -3.75143, 0.00171], [4.09722, 1.59511, -0.25632], [0.27387, -4.31003, -1.25780], [-5.33071, 1.89333, -4.58084], [-1.48954, -1.34422, 1.26650], [4.04964, -4.25199, -0.41678], [1.85988, -2.20027, 1.88784], [1.87941, 0.61343, -5.95379], [4.46196, -6.34523, -0.45530], [4.89548, -5.35588, -0.35860], [1.26772, 0.25250, -3.16908], [-7.03977, 0.63642, 1.38854], [0.38616, -2.58361, -1.66657], [-6.34706, -1.78398, 0.96527], [-3.27802, 1.94676, 3.22227], [-0.55401, -5.46558, 1.16367], [6.91016, -6.04135, -0.16858], [-3.84034, 0.14406, -1.45339], [6.79086, -3.89381, -0.10818], [2.72183, -4.47349, -0.61460], [-5.21818, 0.33626, -1.54347], [-3.08764, 2.47347, 0.74128], [4.21925, -0.60224, -0.23165], [-8.15793, -0.96691, -0.23528], [0.64481, 4.42937, 3.96227], [3.90417, 0.16614, -5.38429], [3.39056, 0.52235, -0.26101], [-6.67532, 1.87568, 0.16985], [2.10770, 0.74796, -7.00432], [-6.79407, 1.16263, -2.76612], [2.56413, 0.11780, -3.69972], [4.56762, -2.95075, -0.29862], [-3.39947, -0.43939, -0.64763], [2.33813, -3.56990, -0.71956], [3.64635, -1.76640, -0.33380], [6.05934, 3.47788, -1.56258], [-2.99011, 0.56032, -2.48553], [3.42134, 3.20465, -0.23661], [-5.62991, -1.42761, 0.22137], [-1.28201, 2.29755, 4.96068], [-1.62096, 0.32734, -2.55404], [-1.11555, 0.70356, -3.69474], [-0.28561, -2.99500, 0.80920], [-4.90829, 1.42129, -3.70061], [-1.05379, 4.18702, 2.78081], [-8.10135, 0.44847, -1.27894], [-0.16688, -3.32673, -1.09726], [-5.36940, 1.15007, 1.11118], [0.91952, -0.17482, -0.55594], [4.98796, 3.99449, 0.23665], [0.56898, 3.68905, 1.41869], [-4.67565, -1.26829, 0.73386], [-7.56326, -0.46094, -0.99960], [-1.20073, -3.32847, -1.42701], [5.86620, 1.48574, -0.24001], [-3.61274, 1.18997, 2.64417], [-2.58131, 3.10565, 1.34142], [-1.45616, -4.55213, 2.39778], [-7.50439, -1.11110, -1.87615], [1.84960, 0.50044, 2.39538], [-0.20268, 0.98785, -6.20747], [0.71839, 1.76501, 0.28228], [-1.05220, 3.31816, 4.64572], [-2.30001, 1.47136, -4.77285], [3.38800, -0.13163, -3.02235], [6.09717, 3.27223, -0.49373], [0.81069, -3.14266, 2.97406], [0.46549, 3.51987, 4.53250], [1.31679, 2.37183, 3.94252], [-3.54573, 1.17504, -3.61544], [-6.16720, -0.15104, -0.44148], [-2.49640, 2.87901, 2.65218], [0.83201, 3.70159, 5.54426], [1.82290, -3.97837, 1.75908], [0.58399, 0.75230, -5.49557], [5.10593, 3.90485, 1.31483], [2.78426, 0.83996, 2.18360], [-5.47976, -2.21627, -0.52067], [1.37701, 1.59428, 4.71032], [0.28632, 0.56622, -4.13316]], "lowdin_charge": [-0.26, 0.07, 0.12, 0.10, 0.04, -0.30, 0.12, -0.09, 0.12, 0.12, 0.08, -0.04, 0.11, -0.66, -0.46, -0.03, -0.05, -0.24, 0.08, 0.10, -0.11, 0.10, -0.90, 0.05, 0.11, 0.04, -0.26, 0.01, -0.11, 0.11, -0.02, -0.24, 0.09, 0.00, 0.08, 0.22, 0.04, 0.10, 0.02, -0.10, 0.01, -0.18, 0.12, -0.01, 0.08, 0.11, 0.09, -0.22, 0.09, 0.09, 0.10, -0.17, -0.06, 0.05, 0.03, -0.44, 0.07, -0.30, 0.98, -0.06, 0.12, 0.07, -0.49, 0.64, -0.08, 0.13, 0.08, -0.25, 0.05, 1.82, -0.52, -0.02, 0.04, -0.07, 0.05, 0.93, 0.10, 0.24, 0.03, 0.09, 0.04, 0.07, -0.50, -0.15, 1.09, 0.07, -0.53, 0.04, -0.17, -0.14, -0.49, -0.55, -0.44, 0.11, 0.05, -0.10, 0.07, 0.08, 0.10, 0.11, -0.30]}

Entry 2:
{"formula": "C36H48F3IN3O4S3SiY", "method": "ωB97M-V/def2-TZVPD", "gap_ev": 7.17, "charge": 0, "largest_force_ha_per_bohr": 0.0177, "homo_ev": -8.1, "symbols": ["H", "C", "H", "C", "C", "C", "S", "H", "H", "H", "H", "H", "H", "F", "N", "C", "C", "H", "H", "C", "C", "C", "H", "H", "C", "H", "H", "S", "O", "C", "H", "O", "H", "H", "H", "N", "C", "H", "C", "H", "H", "H", "C", "H", "C", "I", "H", "H", "H", "C", "F", "H", "H", "H", "H", "H", "H", "C", "C", "C", "F", "H", "H", "H", "C", "H", "C", "C", "H", "H", "H", "C", "C", "H", "C", "H", "S", "C", "H", "O", "Y", "H", "H", "H", "C", "H", "H", "C", "C", "C", "C", "Si", "C", "C", "C", "N", "O", "C", "H", "C"], "xyz": [[-4.12893, 6.78280, -3.28925], [4.03887, 1.24249, -5.35109], [-2.27070, 3.27578, -5.31271], [-1.59012, 0.33973, 5.86842], [-0.75976, 1.61958, 3.87952], [-2.24038, -4.98862, -1.90838], [1.60617, -2.99088, -0.67743], [-1.48931, 4.60302, -4.43880], [3.01355, -2.65431, 2.40352], [4.13410, 0.87824, 1.83865], [-2.03831, -0.59754, 6.20178], [-3.15764, -0.86916, 3.96063], [0.19589, 6.66649, -0.91502], [1.91540, -6.11387, -0.28506], [-0.59426, 1.37003, -4.21080], [-2.12994, -3.66785, -1.53985], [-1.67556, 3.53034, -4.42653], [1.52248, -3.53692, 5.68841], [3.50438, -1.86231, 0.90162], [3.44064, -1.74483, 1.98333], [0.84133, -5.25764, 3.70029], [-2.73200, 0.08913, 3.65778], [0.09185, -0.53221, -4.65981], [-0.51184, 1.55952, 2.81823], [2.23028, 0.86568, -3.28622], [0.05738, -4.36900, 6.23082], [-3.43318, 0.88024, 3.92942], [-1.63057, -0.69627, -2.94446], [-1.08318, -1.62380, 1.57986], [-2.54798, 7.94551, -2.42429], [1.50873, 0.74926, -2.48641], [-0.49729, -0.76582, 4.10452], [0.17368, 0.64126, -5.98548], [-4.07931, 4.43491, -3.55525], [2.50184, 1.58158, 1.89721], [-2.41827, 3.20978, -3.22008], [0.12377, -3.97910, 4.10639], [-0.62706, 0.46038, 6.36628], [-1.38809, 5.51169, -1.77064], [-1.12118, -6.80540, -2.17035], [-1.59697, -4.29966, 2.84173], [0.30067, 3.17357, -3.65158], [-3.33302, 4.25290, -2.77293], [-2.61251, 0.08295, 2.57570], [0.44235, -3.60830, 5.54882], [-0.04697, 1.80806, -0.26609], [-1.77162, -4.94744, 4.48413], [2.30925, -1.18164, 4.40303], [0.15206, 1.82653, 4.44196], [2.70216, 0.99653, -5.63320], [1.09421, -7.31773, -1.87429], [1.91831, -5.13683, 3.82339], [5.51041, 1.49777, -3.81262], [-2.99166, -3.01073, -1.52478], [-3.00488, 8.89209, -2.68235], [-0.94204, 4.56218, -1.49783], [0.64072, -5.48436, 2.65240], [1.36489, -6.04827, -1.50606], [2.63427, -0.29609, 3.85531], [-3.18079, 6.75817, -2.76397], [2.30393, -5.59788, -2.35025], [-3.19478, -5.40442, -2.19360], [0.12761, 2.91363, -5.39175], [4.74214, 1.38993, -6.16028], [0.12147, -5.20052, -1.52693], [-3.86902, 3.87173, -1.90682], [3.56098, 1.11845, -3.00057], [1.79068, 0.79882, -4.60328], [0.51152, -6.09743, 4.31424], [2.97491, 0.57105, 0.53464], [3.89184, 1.17030, -1.97145], [0.17031, -3.83634, -1.17130], [-1.08347, -5.76090, -1.89397], [-0.83159, 8.84228, -1.50110], [-1.40049, 0.32413, 4.35868], [1.99176, 0.53928, 4.13004], [-3.73953, 1.39712, -1.82597], [-0.75168, 6.69802, -1.43743], [-0.00780, -2.64837, 5.80133], [1.22205, -0.76062, 1.92556], [-0.18752, -1.04841, -0.19597], [-2.24281, 1.16228, 6.16503], [-1.44545, 2.45711, 4.01965], [4.45320, -1.61231, 2.36962], [2.59731, -0.53288, 2.35134], [2.36664, 0.95034, -6.66338], [3.65674, -0.06404, 4.15718], [4.46944, 1.30286, -4.03468], [-2.60813, 5.53401, -2.43860], [-2.54999, 1.92712, -2.81669], [-1.32923, 7.91760, -1.76256], [-0.00153, -1.54437, 2.76848], [0.34880, 0.49212, -4.91674], [-1.51238, 0.92263, -3.37035], [-0.36947, 2.79759, -4.42938], [-0.96817, -3.11471, -1.18731], [0.64452, -2.95657, 3.24384], [-1.37955, -4.11671, 3.89514], [-1.89835, -3.20617, 4.20286], [3.08075, 0.70265, 1.61310]], "lowdin_charge": [0.11, -0.08, 0.14, -0.03, -0.03, -0.04, 0.66, 0.13, 0.08, 0.09, 0.09, 0.09, 0.11, 0.13, -0.09, -0.15, -0.12, 0.09, 0.04, -0.04, -0.02, -0.03, 0.07, 0.03, -0.05, 0.09, 0.09, 0.64, -0.38, -0.08, 0.01, -0.10, 0.13, 0.14, 0.07, -0.13, -0.63, 0.09, -0.04, 0.12, 0.09, 0.13, -0.14, 0.07, -0.02, 0.32, 0.09, 0.08, 0.08, -0.04, 0.12, 0.09, 0.10, 0.11, 0.10, 0.05, 0.09, -0.61, -0.02, -0.05, 0.13, 0.11, 0.14, 0.10, -0.12, 0.07, -0.06, -0.22, 0.09, 0.05, 0.10, -0.67, 0.01, 0.10, -0.63, 0.08, 0.70, -0.07, 0.08, -0.25, 0.89, 0.09, 0.09, 0.09, -0.61, 0.11, 0.10, -0.08, -0.22, -0.79, -0.09, -0.02, -0.12, -0.73, -0.10, -0.12, -0.10, -0.03, 0.08, -0.05]}

Which value of charge does entry 2 give? 0

Number 2 is which compound? C36H48F3IN3O4S3SiY